{
  "formula": "C31H54ClHfNO2P2S2Si2",
  "method": "ωB97M-V with the def2-TZVPD basis set",
  "species": ["Hf", "C", "C", "C", "Si", "C", "C", "Si", "H", "H", "H", "Cl", "C", "C", "C", "C", "H", "H", "H", "H", "H", "H", "H", "H", "H", "H", "H", "H", "C", "C", "P", "H", "H", "P", "H", "H", "C", "C", "C", "C", "C", "H", "C", "H", "H", "H", "H", "H", "H", "H", "C", "C", "H", "H", "H", "H", "H", "H", "H", "C", "C", "H", "H", "H", "H", "H", "H", "C", "C", "H", "H", "H", "H", "H", "H", "H", "C", "H", "H", "H", "O", "S", "O", "N", "C", "S", "C", "C", "C", "C", "C", "C", "H", "H", "H", "H"],
  "xyz": [[-0.295161, 0.189625, 0.354461], [1.971896, -0.045394, -0.947036], [1.233040, -1.232141, -1.208444], [0.039739, -0.825677, -1.895747], [1.943281, -2.955553, -0.982061], [0.049027, 0.587215, -2.030673], [1.256821, 1.090132, -1.421112], [2.029064, 2.794275, -1.481379], [2.983978, -0.013885, -0.537917], [-0.677403, -1.514814, -2.334704], [-0.660019, 1.188758, -2.596640], [-1.967060, 0.333704, 2.018885], [3.883468, 2.722603, -1.384456], [1.468933, 3.635256, -3.047066], [3.795788, -2.873231, -0.843769], [1.433305, -4.021441, -2.423498], [2.094598, 3.244007, -3.863297], [1.636282, 4.718872, -2.976351], [0.418768, 3.452125, -3.303220], [4.220581, 2.194420, -0.484214], [4.283325, 3.745364, -1.363182], [4.285527, 2.210696, -2.268762], [2.047621, -3.720817, -3.285225], [0.377742, -3.919709, -2.702036], [1.642848, -5.077974, -2.205168], [4.225077, -2.515277, -1.789245], [4.193641, -3.876437, -0.640536], [4.107596, -2.199815, -0.035935], [1.345104, 3.599380, 0.080148], [1.196669, -3.547743, 0.648384], [-0.325370, 2.985534, 0.480188], [1.374216, 4.693115, -0.028289], [2.007893, 3.321478, 0.917733], [-0.501409, -2.917076, 0.919434], [1.825169, -3.153850, 1.464384], [1.238433, -4.646254, 0.683846], [-0.923278, -3.718601, 2.563205], [-1.493748, -3.935665, -0.318441], [-1.366362, 3.744023, -0.899547], [-0.735162, 4.009520, 1.983669], [-0.396290, 3.250746, 3.272097], [-1.829964, 4.132238, 1.919901], [-0.061589, 5.383228, 2.065550], [1.016760, 5.276559, 2.241591], [-0.483985, 5.923635, 2.923059], [-0.207294, 6.012216, 1.184032], [-0.840394, 2.251551, 3.291369], [-0.784492, 3.806051, 4.139277], [0.691363, 3.146158, 3.406634], [-0.943106, 3.294872, -1.811691], [-1.254209, 5.267478, -1.017969], [-2.841179, 3.332304, -0.797429], [-0.234836, 5.623021, -1.212861], [-1.649305, 5.765806, -0.123957], [-1.875657, 5.590825, -1.865348], [-3.021512, 2.370278, -1.285536], [-3.461137, 4.077623, -1.315397], [-3.188338, 3.267736, 0.242845], [-1.088718, -3.608444, -1.288879], [-2.988220, -3.581584, -0.267959], [-1.306626, -5.450790, -0.195980], [-0.272903, -5.781900, -0.348041], [-1.918164, -5.931363, -0.972034], [-1.667212, -5.819102, 0.772422], [-3.214982, -2.726405, -0.910684], [-3.328706, -3.356069, 0.751722], [-3.575560, -4.431133, -0.640520], [-0.732066, -2.718875, 3.707076], [-0.155901, -4.998714, 2.907930], [-1.998967, -3.944699, 2.467870], [0.905928, -4.783164, 3.084842], [-0.230193, -5.782883, 2.149590], [-0.570362, -5.406856, 3.839753], [0.328863, -2.467641, 3.853169], [-1.101991, -3.158079, 4.645515], [-1.278766, -1.788406, 3.531764], [-2.465331, -0.170732, -0.804230], [-2.518061, -0.341509, -1.890127], [-2.961945, -1.022773, -0.323238], [-3.120930, 0.683855, -0.589247], [4.125102, 2.562042, 5.146733], [3.786194, 1.158332, 5.097428], [4.709678, 0.193702, 5.636474], [3.254565, 0.728970, 3.564957], [1.999002, 0.357280, 3.517520], [1.447479, -0.353127, 2.006746], [1.274800, 0.485380, 4.795173], [-0.074549, 0.331720, 5.133828], [-0.490968, 0.551440, 6.447618], [0.433603, 0.932160, 7.430761], [1.782414, 1.121795, 7.097131], [2.169363, 0.905862, 5.784073], [-0.779310, 0.074120, 4.343615], [-1.546442, 0.428154, 6.705070], [0.101615, 1.090652, 8.456868], [2.530277, 1.428807, 7.825233]],
  "forces_ev_per_angstrom": [[-2.1, -1.1, -2.2], [-0.3, 0.1, -0.4], [0.1, 0.5, -0.6], [0.9, 0.2, -0.4], [-0.7, 0.4, 0.7], [1.0, -0.2, -0.4], [0.2, -0.5, -0.7], [-0.7, -0.4, 0.5], [-0.6, 0.0, 0.2], [0.0, 0.3, 0.3], [0.0, -0.3, 0.4], [-0.9, 0.3, 1.3], [0.1, -0.1, -0.1], [0.2, 0.2, -0.2], [0.1, 0.0, -0.1], [0.2, -0.1, -0.2], [-0.2, 0.2, 0.1], [-0.1, -0.2, -0.1], [0.3, 0.1, 0.0], [0.0, 0.1, -0.2], [0.0, -0.2, 0.0], [0.0, 0.1, 0.2], [-0.2, -0.2, 0.1], [0.3, 0.0, 0.1], [-0.1, 0.2, -0.1], [0.0, -0.1, 0.2], [0.0, 0.2, 0.0], [0.0, -0.2, -0.1], [0.4, 0.2, -0.2], [0.3, -0.3, -0.2], [0.2, 1.2, -0.3], [-0.1, -0.2, 0.2], [-0.1, 0.1, -0.2], [0.0, -0.4, -0.1], [-0.2, -0.1, -0.2], [0.0, 0.3, 0.2], [-0.2, 0.2, -0.1], [0.3, 0.2, 0.2], [0.2, -0.2, 0.1], [-0.3, -0.3, 0.2], [-0.1, -0.2, 0.2], [0.2, 0.0, 0.1], [0.0, 0.2, -0.1], [-0.3, 0.0, 0.0], [0.1, -0.1, -0.1], [0.1, -0.1, 0.2], [0.1, 0.2, 0.0], [0.2, -0.1, -0.2], [-0.2, 0.1, -0.1], [-0.2, 0.1, 0.3], [-0.1, 0.1, -0.1], [-0.2, 0.0, -0.1], [-0.2, -0.1, 0.1], [0.1, -0.1, -0.3], [0.2, -0.1, 0.2], [0.1, 0.3, 0.2], [0.1, -0.2, 0.2], [0.0, 0.0, -0.2], [-0.2, -0.1, 0.2], [-0.1, -0.1, -0.1], [-0.2, -0.1, -0.2], [-0.2, 0.1, 0.1], [0.1, 0.0, 0.1], [0.0, 0.1, -0.3], [0.0, -0.2, 0.3], [0.0, 0.0, -0.2], [0.1, 0.1, 0.1], [-0.2, 0.1, 0.2], [-0.1, -0.2, 0.1], [0.2, 0.0, 0.1], [-0.2, 0.0, 0.0], [0.1, 0.2, 0.2], [0.1, 0.1, -0.1], [-0.3, -0.1, -0.1], [0.1, 0.1, -0.2], [0.1, -0.2, 0.0], [0.3, 0.1, 0.6], [0.2, 0.0, 0.1], [0.1, 0.3, 0.0], [0.1, -0.3, 0.1], [-0.1, -0.8, -0.3], [-1.0, 0.1, 0.2], [-0.3, 0.4, -0.6], [-0.2, -0.4, -0.5], [1.4, 0.3, -0.3], [1.6, 0.1, 1.6], [-0.3, 0.4, 1.2], [0.3, -0.1, -0.5], [0.3, 0.1, 0.1], [0.1, -0.1, -0.2], [-0.1, -0.1, -0.2], [-0.6, 0.0, 0.7], [0.1, 0.0, 0.3], [0.4, 0.1, -0.1], [0.1, 0.0, -0.3], [-0.3, 0.0, 0.0]],
  "charge": 0
}


{
  "formula": "C29H59ClO7P2",
  "method": "ωB97M-V with the def2-TZVPD basis set",
  "species": ["C", "C", "C", "C", "C", "C", "C", "C", "C", "C", "C", "C", "C", "C", "C", "C", "C", "C", "P", "C", "C", "O", "Cl", "C", "P", "O", "O", "O", "C", "C", "C", "C", "C", "H", "H", "H", "H", "H", "H", "H", "H", "H", "H", "H", "H", "H", "H", "H", "H", "H", "H", "H", "H", "H", "H", "H", "H", "H", "H", "H", "H", "H", "H", "H", "H", "H", "H", "H", "H", "H", "H", "H", "H", "H", "H", "H", "H", "H", "H", "H", "H", "H", "H", "H", "H", "H", "H", "H", "O", "C", "O", "C", "C", "O", "H", "H", "H", "H"],
  "xyz": [[0.413679, -2.433094, -0.401582], [1.445274, -3.514508, -0.756997], [2.243177, -3.151417, -2.031055], [3.621691, -2.551245, -1.784443], [3.657713, -1.317867, -0.881006], [3.698662, -1.611697, 0.629016], [4.490038, -0.560581, 1.413551], [3.599546, 0.618633, 1.853432], [3.822919, 1.902675, 1.054919], [2.504827, 2.653440, 0.916156], [2.623366, 4.045287, 0.288925], [1.351571, 4.386365, -0.489963], [0.086851, 4.330435, 0.377549], [-0.875042, 3.198054, -0.044319], [-2.354003, 3.569882, 0.073402], [-3.247739, 2.702863, -0.813591], [-3.438854, 1.320267, -0.184636], [-3.679747, 0.212113, -1.238864], [-4.966154, -1.066909, -0.832878], [-6.301208, -0.991344, 0.488070], [-6.599362, 0.336739, 1.146516], [-6.636564, 0.471614, 2.378123], [-6.955398, 1.759367, 0.132670], [-6.185705, -0.328145, -2.165405], [-5.843129, -0.854984, -3.855661], [-6.386807, 0.020070, -4.883683], [-6.527238, -2.316606, -3.962113], [-4.276823, -1.125730, -4.034724], [-3.799483, -2.023526, 0.342724], [-4.337724, -3.467459, 0.462103], [-3.603858, -1.362908, 1.723462], [-2.137863, -1.317177, 2.157259], [-1.591600, -2.716194, 2.412069], [0.843868, -1.448021, -0.534512], [-0.446664, -2.534939, -1.054669], [0.063917, -2.562003, 0.619017], [0.893774, -4.425817, -0.973692], [2.111520, -3.722124, 0.070226], [1.621655, -2.497895, -2.636142], [2.383840, -4.076038, -2.586897], [4.316714, -3.302040, -1.423419], [3.998956, -2.230159, -2.754944], [2.833929, -0.648801, -1.111861], [4.565836, -0.769735, -1.123486], [4.068680, -2.614482, 0.822037], [2.677000, -1.589509, 0.997333], [4.953645, -1.023515, 2.279258], [5.299063, -0.156354, 0.811008], [3.757498, 0.796859, 2.911956], [2.556584, 0.337123, 1.735165], [4.225455, 1.705803, 0.064511], [4.527504, 2.555796, 1.552339], [1.851600, 2.057618, 0.276104], [2.014279, 2.710743, 1.885130], [2.839288, 4.804660, 1.031262], [3.435003, 4.014237, -0.434685], [1.464862, 5.401984, -0.861531], [1.291703, 3.716771, -1.341237], [0.337360, 4.189179, 1.423665], [-0.448765, 5.269169, 0.281740], [-0.619158, 2.876606, -1.050257], [-0.710732, 2.354277, 0.621741], [-2.511402, 4.612804, -0.182779], [-2.642818, 3.431819, 1.112604], [-4.215517, 3.193506, -0.883356], [-2.790914, 2.603162, -1.791238], [-4.188451, 1.386113, 0.594664], [-2.506284, 1.093789, 0.323928], [-2.748211, -0.328162, -1.371767], [-3.869852, 0.684032, -2.191764], [-4.967965, -2.263133, -1.637255], [-7.219833, -1.311038, 0.002612], [-6.139179, -1.686888, 1.296542], [-7.231316, -0.598380, -2.031218], [-6.155470, 0.752296, -2.215931], [-6.263540, -2.884306, -3.231320], [-3.967342, -1.860509, -3.498149], [-2.813683, -2.124143, -0.106045], [-4.003511, -3.927620, 1.382442], [-3.909560, -4.055550, -0.345824], [-5.417741, -3.522138, 0.349685], [-4.116322, -1.982630, 2.459768], [-4.059993, -0.382203, 1.807327], [-1.557888, -0.876559, 1.348521], [-2.035975, -0.759903, 3.081989], [-2.187997, -3.242821, 3.152423], [-0.570702, -2.683824, 2.782257], [-1.583075, -3.318804, 1.509450], [6.869763, 2.915919, 1.151864], [7.777354, 2.162164, 1.054331], [8.777677, 2.266088, 0.145479], [9.789589, 1.312377, 0.480503], [9.011172, 0.282668, 1.273545], [7.955086, 1.066840, 1.834155], [10.243863, 0.908889, -0.420392], [10.556055, 1.808457, 1.078428], [8.575588, -0.491887, 0.639431], [9.595161, -0.186230, 2.060905]],
  "forces_ev_per_angstrom": [[0.4, -0.6, 0.2], [-0.4, 0.3, -0.7], [0.0, -0.7, 0.8], [-0.5, 0.7, -0.5], [0.5, -0.4, 0.3], [-0.1, 0.4, -0.3], [-0.5, 0.0, 0.2], [0.6, -0.1, -0.3], [-0.6, 0.4, 0.5], [0.2, 0.2, -0.3], [-0.3, -0.7, -0.5], [0.5, 0.6, 0.9], [-0.4, -0.5, -0.6], [0.0, 0.3, 0.6], [0.2, -0.3, -0.4], [-0.1, 0.0, 0.9], [0.6, 0.0, -0.3], [-0.1, 0.2, 0.4], [0.5, 0.1, -0.5], [-0.5, 0.7, 0.0], [0.0, 0.3, 3.9], [0.2, -0.3, -4.0], [0.0, -0.5, 0.3], [0.4, -0.2, -0.5], [-1.1, -0.1, -0.1], [0.2, 0.3, -0.2], [0.3, 0.1, 0.1], [0.1, 0.1, 0.0], [-0.5, -0.3, 0.7], [0.6, 0.4, -0.5], [0.1, -0.4, 0.2], [-0.3, -0.6, -0.2], [0.0, -0.1, 0.1], [-0.1, 0.3, 0.1], [-0.2, 0.1, -0.2], [0.1, 0.2, 0.0], [0.0, -0.3, 0.2], [0.1, 0.0, 0.2], [0.0, 0.2, -0.2], [0.0, 0.0, -0.3], [0.1, -0.2, 0.2], [0.1, -0.1, -0.2], [-0.2, 0.2, -0.1], [0.1, 0.1, -0.1], [0.3, -0.2, -0.1], [-0.2, -0.2, 0.2], [0.0, -0.1, 0.2], [0.3, -0.1, -0.1], [-0.1, 0.2, 0.2], [-0.2, -0.2, 0.1], [0.1, -0.1, -0.2], [0.4, 0.0, 0.1], [-0.2, -0.2, 0.0], [-0.1, 0.0, 0.2], [0.1, 0.2, 0.2], [0.3, 0.2, 0.0], [0.0, 0.1, -0.3], [-0.2, -0.1, -0.2], [0.1, 0.2, 0.2], [-0.1, 0.2, 0.1], [-0.2, 0.0, -0.3], [0.2, -0.3, -0.1], [0.1, 0.2, 0.0], [-0.2, 0.2, 0.2], [-0.2, 0.0, -0.4], [0.0, 0.1, -0.3], [-0.2, 0.0, 0.0], [0.1, -0.2, 0.2], [0.1, -0.2, 0.0], [-0.4, 0.0, -0.2], [0.0, -0.1, 0.1], [-0.1, 0.1, -0.2], [0.3, 0.0, 0.2], [-0.1, -0.1, 0.1], [0.1, 0.3, 0.1], [-0.1, -0.3, 0.1], [0.2, -0.2, 0.0], [0.1, 0.3, -0.4], [-0.2, -0.1, 0.3], [-0.1, -0.2, -0.2], [-0.2, -0.1, 0.3], [-0.3, 0.1, 0.2], [0.0, 0.2, -0.1], [0.2, 0.4, 0.1], [0.1, 0.4, 0.0], [-0.1, 0.0, 0.2], [0.2, 0.0, 0.1], [-0.1, -0.1, -0.1], [0.0, 0.2, 0.0], [0.1, -0.1, 0.0], [0.0, -0.1, 0.0], [0.1, 0.0, 0.0], [0.1, -0.1, 0.0], [0.1, 0.0, 0.0], [-0.1, 0.1, -0.1], [0.0, 0.0, 0.0], [0.0, 0.0, 0.0], [-0.1, 0.1, 0.1]],
  "e_above_lowest_kcal_mol": 0.0,
  "smiles": "CCCCCCCCCCCCCCCCCC[PH](CC(=O)Cl)(CP(=O)(O)O)[C@H](C)CCC.O=C1OCCO1",
  "charge": 0
}


Computed orbital gap, in the same sequence as the records: 7.149, 8.807 eV.
Computed energy, in the same sequence as the records: -3985.28998, -2809.97961 Ha.
Computed F_max, in the same sequence as the records: 0.063, 0.078 Eh/bohr.